Entry 1
Below is a 2-piece molecular cluster, C6H15NO2 overall, with properties calculated with ωB97M-V/def2-TZVPD.

Geometry as XYZ:
```
24
Properties=species:S:1:pos:R:3:lowdin_charge:R:1
H -1.3163 -2.1949 0.1511 0.061
H -0.5573 -0.6668 1.6490 0.098
H 0.4105 -0.8528 -2.0449 0.119
H 2.5716 2.0160 -1.8306 0.032
H -1.0539 1.1268 -1.5186 0.149
H 1.9532 1.0730 -0.7756 -0.012
H 0.9371 -1.9523 -0.7312 0.135
H -2.4971 -0.1499 0.4352 0.107
O -2.5121 1.9067 0.8843 0.059
C -1.1132 -2.0621 -0.9161 -0.114
H -0.8727 -3.0493 -1.3343 0.079
H -2.1471 -1.6845 -1.2703 0.099
H -0.3851 1.9825 -0.0610 0.106
C 0.3743 -0.3532 1.1793 -0.232
C 0.1132 -1.2156 -1.0460 -0.270
H 2.1903 0.6842 1.5885 0.097
N 0.1919 0.0397 -0.2611 -0.217
H 1.0141 -1.2339 1.0100 0.109
H 1.0611 0.8577 2.9808 0.083
C -2.1569 0.8824 0.3398 -0.224
O 2.7414 1.2102 -1.3278 -0.075
C 1.0925 0.8183 1.8692 -0.069
H 0.8158 1.7580 1.4386 0.047
C -0.8555 1.0597 -0.4082 -0.166
```

HOMO energy = -9.0 eV
Molar mass = 133.19 g mol⁻¹
SMILES = CCN(CC)CC=O.O

=====

Entry 2
Below is a 2-piece molecular cluster, C6H15NO2 overall, with properties calculated with ωB97M-V/def2-TZVPD.

Geometry as XYZ:
```
24
Properties=species:S:1:pos:R:3:lowdin_charge:R:1
O 2.1578 1.1695 1.5497 0.038
H -2.4734 0.7266 -0.3292 0.053
N 0.2814 0.3211 0.7340 0.059
H 1.5377 -0.0555 3.8044 0.075
C -1.8805 1.4146 -0.9330 -0.104
H -2.7889 -1.9539 -1.1857 0.041
H -0.9399 -0.3437 -1.7771 0.101
H 1.8643 -1.4673 2.8991 0.058
H 1.5574 -0.3683 -2.3237 0.076
H 1.0509 1.8136 -0.5867 0.139
H -2.2314 2.0276 -1.7697 0.070
O -1.9951 -2.3950 -0.8254 -0.093
H 0.2886 -0.9578 3.0865 0.031
H -0.4881 1.0597 -2.4017 0.083
C 1.2590 0.3628 1.7069 -0.472
H 2.6671 0.3475 -0.9535 0.099
H 1.6815 -0.9697 -0.5969 0.055
H -0.4957 -0.3457 0.9026 0.155
C 0.5845 0.8375 -0.5713 -0.364
C 1.2470 -0.6283 2.9440 0.030
C -0.6446 0.6676 -1.4415 -0.271
C 1.6525 -0.1298 -1.2568 -0.040
H -1.5093 2.1553 -0.0778 0.112
H -2.3828 -3.2882 -0.5969 0.067
```

HOMO energy = -9.1 eV
Molar mass = 133.19 g mol⁻¹
SMILES = CC[C@H](C)NC(C)=O.O

=====

Entry 3
Below is a 3-piece molecular cluster, C6H15NO2 overall, with properties calculated with ωB97M-V/def2-TZVPD.

Geometry as XYZ:
```
24
Properties=species:S:1:pos:R:3:lowdin_charge:R:1
H -1.8947 -0.3303 -2.6708 0.061
H -2.2294 0.0210 0.9196 0.091
O -1.2474 1.6065 1.6680 0.020
N 0.7354 -1.2465 -1.7737 0.097
H -3.1145 0.1434 -1.4953 0.071
H 0.9798 0.7928 -1.5446 0.134
H 1.3357 1.9948 0.5176 0.088
H 0.3015 -1.1295 -2.6783 0.082
C -2.1309 0.4367 -1.9046 -0.225
H -2.2763 1.3972 -2.4276 0.066
H 2.2296 -1.8572 0.8856 0.086
H 0.3987 -2.0799 -1.3141 0.084
H -0.7566 -0.3907 1.9272 0.075
O -1.1658 0.4784 -0.9062 -0.332
H -0.3907 1.8250 2.0570 0.083
C 1.2311 -1.4453 1.0810 -0.094
C 1.0001 -0.1329 0.3837 -0.403
H 0.5019 -2.2108 0.7959 0.074
C -1.2689 0.3235 1.2952 0.008
C 1.6607 1.0687 0.9986 -0.091
H 2.7569 1.0324 0.9353 0.085
C 0.7498 -0.1082 -0.9932 -0.202
H 1.4443 1.1402 2.0760 0.072
H 1.1496 -1.3294 2.1677 0.072
```

HOMO energy (spin up / spin down) = -7.1 / -7.1 eV
Molar mass = 133.19 g mol⁻¹

=====

Which of them is the most stable, and which is the least stable? entry 2 and entry 3, in that order.

=====

Entry 1
Below is a 2-piece molecular cluster, C6H14NS overall, with properties calculated with ωB97M-V/def2-TZVPD.

Geometry as XYZ:
```
22
Properties=species:S:1:pos:R:3:lowdin_charge:R:1
N -0.8868 -0.2583 -0.5440 0.053
H 2.5323 -2.3655 0.7082 0.022
C 0.6871 -0.2120 -1.2293 -0.346
C -0.0352 0.7808 -0.2154 -0.475
C -0.3581 2.1687 -0.7890 -0.068
S 3.5411 -0.2670 0.1532 0.122
H 0.5158 2.3929 -1.4059 0.065
H -2.6310 0.6968 1.1715 -0.007
H 1.3754 -1.0504 1.0629 0.030
H 1.6144 0.4365 -1.4956 0.123
H 2.0336 -1.7179 -1.7764 0.085
H -1.2321 1.9216 -1.4703 0.088
H -2.2190 0.3923 2.9031 0.014
C 2.1285 -1.4173 0.3507 -0.750
H -2.4471 -0.8949 1.5877 0.016
C -2.7840 0.0548 2.0358 -0.062
H 0.5418 -2.3645 -0.9358 0.101
H 0.3246 -0.2935 -2.2635 0.122
H -0.6204 2.7736 0.0637 0.057
H 0.4551 0.8087 0.7625 0.119
H -3.8521 -0.0213 2.2825 0.009
C 1.3161 -1.5640 -0.9566 -0.317
```

HOMO energy = -2.7 eV
Molar mass = 132.25 g mol⁻¹
Total charge = -1

=====

Entry 2
Below is a 2-piece molecular cluster, C6H14NS overall, with properties calculated with ωB97M-V/def2-TZVPD.

Geometry as XYZ:
```
22
Properties=species:S:1:pos:R:3:lowdin_charge:R:1
C -1.0387 0.2226 1.5292 -0.325
H -1.6663 -2.4527 -2.0940 0.009
H -1.5231 -0.2493 2.3836 0.101
C 0.4722 0.0907 1.4990 -0.313
C 2.5463 0.4946 -0.1904 -0.089
H 3.1948 -0.2247 0.3194 0.057
H -0.3355 -1.3292 -2.5270 0.017
C 1.0834 0.1703 0.1438 -0.521
H 1.0252 -0.5252 2.2042 0.130
H 2.9231 1.4499 0.1959 0.062
H 2.8305 0.4120 -1.2489 0.063
H -1.4334 -0.3478 0.6383 0.104
H -1.9502 -1.4397 -3.3894 0.012
H 0.6742 1.1374 1.9464 0.101
C -1.5225 1.6258 1.2837 -0.811
H -2.6167 1.6166 1.3654 0.030
C -1.1249 -2.0009 -2.9258 -0.057
H 0.5851 0.7049 -0.6712 0.123
H -0.7714 -2.8378 -3.5267 0.006
H -1.2522 1.8379 0.2297 0.046
N 0.8722 -1.2157 0.3593 0.087
S -0.9720 2.8603 2.4754 0.170
```

HOMO energy = -2.9 eV
Molar mass = 132.25 g mol⁻¹
Total charge = -1

=====

Which of them is the most stable, and which is the least stable? entry 1 and entry 2, in that order.